1.
Entry from OMol25: a 3-piece molecular cluster, C11H23N3O8 overall (ωB97M-V/def2-TZVPD).

Summary:
Structure (SMILES): COCCC[C@@H]1OC(=O)O[C@@H]1CCN.C[N+](=O)[O-].C[N+](=O)[O-]
Relative energy (zero: lowest compared OMol25 entry of this formula, charge and spin) in kcal/mol: 60.4
Charge: 0

CARTESIAN COORDINATES (ANGSTROEM)
C -2.304 4.256 -1.545
O -2.717 2.912 -1.593
C -1.664 1.996 -1.791
C -2.007 0.656 -1.134
C -2.970 0.750 0.047
C -2.611 1.481 1.326
O -2.464 2.919 1.217
C -2.013 3.330 2.424
O -2.069 4.441 2.826
O -1.503 2.283 3.117
C -1.385 1.170 2.178
C -0.004 1.266 1.541
C 1.044 0.456 2.310
N 2.431 0.765 1.974
H -1.922 4.599 -2.515
H -1.530 4.401 -0.784
H -3.174 4.848 -1.270
H -1.513 1.845 -2.868
H -0.723 2.397 -1.391
H -2.464 -0.002 -1.876
H -1.091 0.150 -0.838
H -3.184 -0.271 0.382
H -3.916 1.169 -0.296
H -3.463 1.326 2.000
H -1.490 0.255 2.759
H -0.023 0.923 0.509
H 0.306 2.313 1.525
H 0.883 -0.604 2.092
H 0.908 0.595 3.386
H 2.648 1.722 2.231
H 2.544 0.703 0.967
C 2.514 -2.731 0.615
N 1.540 -1.844 -0.076
O 1.968 -0.853 -0.636
O 0.368 -2.161 -0.032
H 3.501 -2.301 0.499
H 2.218 -2.778 1.659
H 2.436 -3.711 0.154
C 3.128 -5.675 -3.354
N 3.438 -5.343 -1.936
O 2.583 -5.565 -1.099
O 4.527 -4.864 -1.705
H 2.128 -6.088 -3.394
H 3.213 -4.753 -3.921
H 3.878 -6.386 -3.686

2.
Entry from OMol25: C11H23N5O3 in the gas phase (ωB97M-V/def2-TZVPD).

Summary:
Structure (SMILES): [H]/N=C(\N)NCCC[C@H](NC(=O)[C@@H](N)C(C)C)C(=O)O
Relative energy (zero: lowest compared OMol25 entry of this formula, charge and spin) in kcal/mol: 108.4
Charge: 0

CARTESIAN COORDINATES (ANGSTROEM)
H -0.926 -4.325 -2.945
N -0.101 -3.827 -2.633
C 0.149 -2.596 -3.009
N -0.627 -1.834 -4.118
N 0.935 -1.757 -2.389
C 1.544 -2.408 -1.284
C 1.260 -1.957 0.100
C -0.133 -2.427 0.648
C -0.538 -1.614 1.905
N -1.166 -0.309 1.594
C -1.059 0.698 0.588
O -0.868 0.370 -0.666
C -1.273 2.175 0.988
N -1.167 2.132 2.373
C -0.434 3.279 0.238
C -0.797 3.765 -1.147
C 1.050 2.847 0.355
C 0.629 -1.314 2.812
O 1.206 -2.297 3.297
O 1.073 -0.115 3.153
H 0.182 -1.259 -4.382
H -1.136 -1.219 -3.488
H 0.597 -0.746 -2.106
H 2.590 -2.465 -1.513
H 1.178 -3.408 -1.282
H 1.476 -0.954 0.008
H 1.931 -2.416 0.779
H 0.069 -3.509 0.918
H -0.969 -2.504 -0.143
H -1.263 -2.064 2.673
H -1.477 0.278 2.372
H -2.232 2.404 0.557
H -0.229 2.048 2.687
H -1.370 3.102 2.720
H -0.602 4.039 1.005
H -0.923 2.876 -1.776
H -1.932 4.184 -1.041
H -0.051 4.453 -1.473
H 1.700 3.735 0.188
H 1.403 2.470 1.303
H 1.522 2.022 -0.350
H 0.780 0.448 2.484

3.
Entry from OMol25: C11H23O3P2Sr as an isolated structure (ωB97M-V/def2-TZVPD).

Summary:
Charge: -1

CARTESIAN COORDINATES (ANGSTROEM)
C -0.041 -0.201 -4.256
C -1.212 -0.999 -4.463
C -0.919 -2.323 -4.009
C 0.459 -2.380 -3.639
C 0.998 -1.060 -3.760
Sr -0.885 0.830 -0.114
P -1.329 3.224 -2.070
H 0.057 0.871 -4.449
H -2.163 -0.637 -4.853
H -1.614 -3.158 -4.015
H 2.021 -0.756 -3.535
H 1.004 -3.264 -3.294
H -2.405 3.868 -1.347
H -1.849 3.596 -3.339
H -0.439 4.357 -2.036
C 0.250 -3.284 1.737
C -0.288 -2.524 0.560
O 0.265 -1.143 0.480
P 1.793 -0.531 1.152
O 1.538 -0.682 2.731
C 0.516 -0.003 3.577
C -0.894 -0.053 3.062
O 1.196 1.057 0.885
C 1.644 2.394 1.512
C 0.362 3.164 1.648
H 1.301 -3.546 1.586
H -0.308 -4.223 1.832
H 0.134 -2.745 2.681
H -0.065 -2.984 -0.408
H -1.376 -2.414 0.618
H 0.621 -0.533 4.534
H 0.867 1.030 3.707
H -1.171 -1.038 2.651
H -1.546 0.124 3.922
H -1.138 0.796 2.378
H 2.153 2.165 2.447
H 2.355 2.846 0.805
H -0.340 2.644 2.324
H 0.568 4.145 2.085
H -0.119 3.369 0.672

4.
Entry from OMol25: C11H24CaF8N5O16S8 as an isolated structure (ωB97M-V/def2-TZVPD).

Summary:
Relative energy (zero: lowest compared OMol25 entry of this formula, charge and spin) in kcal/mol: 60.5
Charge: -1

CARTESIAN COORDINATES (ANGSTROEM)
Ca 1.529 -2.825 -0.782
C -4.361 3.374 3.575
C -3.366 4.509 3.307
C -2.101 4.156 2.515
C -2.357 3.776 1.047
N -1.147 3.346 0.245
C -1.493 3.202 -1.247
C -0.561 4.203 -1.899
C 0.667 4.153 -1.036
C -0.048 4.385 0.300
C -0.604 2.036 0.757
C -1.575 0.853 0.748
C -0.811 -0.425 1.053
H -4.863 3.640 4.504
H -3.914 2.384 3.687
H -5.112 3.202 2.802
H -3.067 4.974 4.247
H -3.909 5.308 2.793
H -1.565 3.358 3.032
H -1.410 5.003 2.508
H -2.831 4.598 0.512
H -3.030 2.920 1.031
H -1.262 2.219 -1.658
H -2.534 3.304 -1.552
H -0.304 3.892 -2.914
H -0.946 5.224 -1.935
H 1.146 3.177 -1.121
H 1.418 4.903 -1.278
H 0.540 4.223 1.199
H -0.603 5.319 0.227
H -0.188 2.206 1.753
H 0.315 1.828 0.206
H -2.040 0.736 -0.230
H -2.269 0.970 1.581
H -0.507 -0.452 2.095
H 0.030 -0.555 0.376
H -1.433 -1.277 0.769
N 0.811 -4.138 0.915
S 1.561 -4.931 2.175
O 1.879 -6.303 1.928
O 1.315 -4.483 3.501
F 2.977 -4.203 1.865
S -0.574 -4.550 1.318
O -1.050 -3.948 2.535
O -1.023 -5.895 1.060
F -1.518 -3.708 0.277
N -0.210 -2.412 -2.114
S -0.866 -3.580 -2.877
O -0.307 -3.899 -4.167
O -2.229 -3.988 -2.741
F -0.082 -4.679 -2.025
S -1.286 -1.259 -2.799
O -2.645 -1.209 -2.321
O -0.980 -0.872 -4.147
F -0.646 0.045 -2.062
N 2.553 -1.012 0.000
S 2.899 -0.407 1.431
O 1.946 0.523 1.982
O 4.291 -0.211 1.747
F 2.566 -1.690 2.301
S 3.196 0.337 -0.725
O 4.593 0.273 -1.065
O 2.544 1.602 -0.531
F 2.422 0.012 -2.096
N 2.899 -4.040 -2.129
S 3.504 -3.708 -3.507
O 3.120 -4.589 -4.577
O 4.826 -3.156 -3.529
F 2.567 -2.418 -3.740
S 3.783 -5.508 -2.003
O 5.218 -5.397 -1.934
O 3.197 -6.668 -2.650
F 3.312 -5.775 -0.511

no.,HOMO (eV),largest force on an atom (hartree/bohr),E_LUMO (Eh)
1,-9.473,0.01082,-0.0113
2,-8.861,0.13646,0.0088
3,-0.512,0.05364,0.0821
4,-7.824,0.20702,0.0392